A 5-piece molecular cluster, C16H45N3O5 overall in a non-equilibrium geometry. Source: OMol25; level of theory: ωB97M-V/def2-TZVPD.

```
69
Properties=species:S:1:pos:R:3:forces:R:3
C 7.06988 5.23853 -1.92106 0.5 -0.1 0.1
O 6.20148 4.17492 -1.63643 0.0 -0.5 0.9
C 5.03072 4.12123 -2.40660 -0.1 0.3 -0.6
C 4.19300 2.89125 -2.01513 1.9 1.0 0.9
C 3.66654 3.10561 -0.61240 -1.9 0.4 -0.1
N 5.07051 1.70302 -1.98412 -0.9 -0.5 -0.5
H 7.74149 4.94860 -2.73823 -0.4 0.5 -0.5
H 7.76408 5.41660 -1.09439 -0.4 -0.3 0.3
H 6.50891 6.16681 -2.05220 0.2 0.0 -0.5
H 4.44686 5.03851 -2.25257 -0.1 0.0 -0.1
H 5.28700 4.06463 -3.47567 0.0 0.0 0.0
H 3.38826 2.87797 -2.74721 -0.1 -0.7 0.0
H 2.99530 3.97685 -0.62080 0.4 0.2 0.0
H 4.41394 3.27203 0.15589 0.2 -0.2 -0.1
H 2.95711 2.32052 -0.33816 0.5 -0.3 0.2
H 5.95426 1.93107 -1.54637 0.0 0.3 -0.1
H 5.24803 1.33128 -2.91021 0.1 0.1 0.1
C -7.29567 -3.44769 0.01363 0.0 0.1 0.1
O -5.99638 -3.28297 -0.49530 0.2 -0.3 0.3
C -5.86002 -3.74541 -1.82322 -0.6 1.8 -0.3
C -4.48736 -3.29138 -2.31251 0.5 -1.1 -0.5
C -4.15919 -1.80205 -2.15516 -0.6 -0.5 -0.2
N -4.37350 -3.66767 -3.74482 0.5 -0.9 0.3
H -7.35379 -3.03205 1.01846 0.3 0.0 0.1
H -7.54936 -4.50854 0.06907 -0.3 0.0 -0.1
H -8.02146 -2.88728 -0.58399 -0.1 -0.2 -0.2
H -6.06119 -4.81493 -1.94286 0.4 -0.2 0.2
H -6.62824 -3.23181 -2.42601 0.0 -0.1 -0.1
H -3.78930 -3.86964 -1.69005 0.1 0.1 -0.1
H -4.00078 -1.31061 -3.11439 -0.2 -0.2 -0.2
H -3.22203 -1.68969 -1.61451 -0.3 0.3 0.5
H -5.05248 -1.37573 -1.69478 0.6 0.6 0.4
H -3.37842 -3.68219 -3.97331 -0.1 0.4 -0.1
H -4.58331 -4.66767 -3.82771 -0.3 0.3 0.0
C -4.91029 0.06748 1.87122 -1.1 0.5 0.3
O -3.74878 0.12698 2.65452 -0.1 -0.5 0.2
C -2.85545 1.16641 2.32496 0.4 0.2 0.0
C -2.02618 1.53740 3.54124 0.3 -1.6 0.7
C -1.17945 0.31322 4.00324 1.5 0.7 0.0
N -2.89550 2.02573 4.59519 -0.7 0.5 0.0
H -5.66081 0.72841 2.33014 0.1 0.3 -0.4
H -5.42104 -0.89668 1.89767 0.7 -0.4 0.1
H -4.76266 0.33340 0.82266 0.2 0.1 0.0
H -2.19912 0.77765 1.54233 0.1 0.4 -0.2
H -3.33934 2.09592 2.00616 -0.4 -0.2 -0.2
H -1.34384 2.32793 3.22386 0.0 0.1 0.1
H -0.14680 0.46998 3.66028 -0.2 -0.3 -0.5
H -1.50571 -0.67456 3.69003 -0.3 0.1 -0.1
H -0.97007 0.28439 5.07771 -0.7 0.1 0.1
H -2.46030 1.98297 5.50464 0.2 0.0 0.0
H -3.73000 1.45251 4.66067 0.1 -0.1 -0.1
C -0.29709 -1.67847 0.39511 -1.6 -0.6 -0.1
C 1.08936 -1.29066 -0.06534 0.0 0.5 0.9
O 1.68644 -0.49576 0.95971 0.3 -0.1 -0.2
H -1.06055 -1.46315 -0.36202 0.2 0.1 -0.1
H -0.67986 -1.20023 1.29827 0.6 0.4 0.0
H -0.46134 -2.73963 0.61045 0.5 -0.1 -0.1
H 1.01402 -0.68860 -0.97400 0.1 -0.2 -0.2
H 1.68410 -2.19211 -0.23015 0.1 0.1 -0.3
H 2.61231 -0.31333 0.69569 -0.3 -0.2 0.2
C 5.36384 -1.93632 1.23223 -0.6 1.1 -0.4
C 5.50874 -0.90855 0.13404 -0.6 0.5 -0.6
O 4.31177 -0.11247 0.12404 0.5 0.4 -0.3
H 6.25008 -2.56254 1.23043 -0.2 -0.3 0.5
H 4.40105 -2.43513 1.10932 0.4 -0.6 -0.3
H 5.17182 -1.35123 2.13583 0.7 -0.3 0.3
H 5.61959 -1.31503 -0.87829 0.1 -0.5 0.2
H 6.38209 -0.26041 0.27199 0.0 0.0 0.3
H 4.43408 0.55234 -0.60072 -0.1 -0.4 0.3
```
Forces are in eV/Å.

* energy relative to the best compared isomer or geometry (same formula, charge and spin): 0.804 eV
* HOMO: -0.320 hartree
* total energy: -1176.961397 a.u.
* SMILES: COC[C@H](C)N.COC[C@H](C)N.COC[C@H](C)N.CCO.CCO